(1)
Computed, not measured: a structure of composition C31H56AlN5P, with wB97M-V/def2-TZVPD.

Last column: Mulliken charge in e.
Atoms and positions in Å:
1 C 3.870 -2.242 1.635  -0.94
2 C 4.332 -0.744 1.855  -0.54
3 C 3.975 0.148 0.611  -0.67
4 C 2.767 1.103 0.919  -0.65
5 C 1.414 0.535 0.352  -0.48
6 C 0.214 1.241 1.086  -0.61
7 C -1.056 1.332 0.203  -0.53
8 C -2.287 1.959 0.948  -0.69
9 C -3.649 1.505 0.354  -0.57
10 C -4.892 2.134 1.096  -0.82
11 C -6.184 1.313 0.742  -0.58
12 Al -7.819 1.781 1.859  0.00
13 C -9.479 1.009 0.942  -0.71
14 C -9.272 -0.545 0.781  -0.39
15 C -10.505 -1.237 0.088  -0.38
16 C -10.153 -2.595 -0.593  -1.17
17 P -7.780 0.919 4.039  0.26
18 N -7.433 -0.674 4.039  -0.88
19 H 4.723 -2.916 1.856  0.27
20 H 3.050 -2.496 2.336  0.29
21 H 3.503 -2.424 0.611  0.21
22 H 3.806 -0.397 2.765  0.28
23 H 5.422 -0.706 2.030  0.41
24 H 3.751 -0.465 -0.287  0.40
25 H 4.879 0.746 0.367  0.29
26 H 2.680 1.335 1.998  0.46
27 H 2.963 2.040 0.357  0.10
28 H 1.375 -0.567 0.484  0.32
29 H 1.414 0.763 -0.735  0.34
30 H 0.594 2.253 1.347  0.26
31 H 0.064 0.673 2.024  0.28
32 H -0.811 1.998 -0.654  0.24
33 H -1.328 0.342 -0.214  0.32
34 H -2.256 1.783 2.041  0.38
35 H -2.189 3.059 0.805  0.24
36 H -3.703 1.862 -0.693  0.17
37 H -3.781 0.406 0.429  0.38
38 H -5.027 3.140 0.641  0.20
39 H -4.736 2.232 2.186  0.39
40 H -5.965 0.224 0.794  0.38
41 H -6.415 1.555 -0.325  0.28
42 H -7.957 3.372 1.941  -0.37
43 H -10.323 1.126 1.662  0.19
44 H -9.661 1.499 -0.034  0.37
45 H -8.326 -0.695 0.223  0.22
46 H -9.173 -1.025 1.778  0.16
47 H -10.951 -0.510 -0.613  0.33
48 H -11.220 -1.470 0.904  0.28
49 H -9.580 -2.461 -1.533  0.30
50 H -11.114 -3.115 -0.803  0.36
51 H -9.561 -3.274 0.047  0.29
52 H -6.847 1.604 4.893  0.02
53 H -9.084 1.069 4.613  0.01
54 H -7.268 -0.960 3.077  0.27
55 N 2.812 -5.405 -0.629  0.02
56 C 3.794 -5.839 0.218  -0.71
57 C 4.888 -6.173 -0.538  0.10
58 C 4.554 -5.925 -1.894  -0.80
59 C 3.267 -5.449 -1.918  -0.48
60 H 1.898 -5.100 -0.348  0.20
61 H 3.629 -5.874 1.282  0.42
62 H 5.824 -6.552 -0.160  0.46
63 H 5.185 -6.077 -2.755  0.38
64 H 2.640 -5.141 -2.738  0.40
65 N 5.800 -7.371 2.890  0.05
66 C 6.919 -8.055 2.499  -0.49
67 C 6.704 -9.387 2.742  -0.45
68 C 5.405 -9.512 3.296  -0.42
69 C 4.871 -8.252 3.373  -0.46
70 H 5.680 -6.376 2.831  0.20
71 H 7.767 -7.536 2.084  0.40
72 H 7.403 -10.184 2.542  0.41
73 H 4.917 -10.422 3.603  0.40
74 H 3.914 -7.907 3.729  0.37
75 N 2.574 5.313 -2.045  0.02
76 C 3.022 4.022 -1.968  -0.68
77 C 4.345 4.055 -1.608  -0.22
78 C 4.708 5.418 -1.456  -0.45
79 C 3.595 6.171 -1.729  -0.71
80 H 1.641 5.588 -2.292  0.21
81 H 2.363 3.196 -2.177  0.49
82 H 4.980 3.196 -1.467  0.49
83 H 5.675 5.804 -1.177  0.42
84 H 3.440 7.237 -1.727  0.46
85 N 4.177 7.175 -5.182  0.08
86 C 5.382 6.636 -5.540  -0.31
87 C 5.922 7.427 -6.522  -0.55
88 C 5.010 8.486 -6.761  -0.39
89 C 3.944 8.305 -5.917  -0.53
90 H 3.560 6.798 -4.485  0.20
91 H 5.748 5.740 -5.067  0.38
92 H 6.868 7.263 -7.012  0.38
93 H 5.122 9.290 -7.470  0.38
94 H 3.043 8.880 -5.778  0.35

Its net charge is -1. As for the spin multiplicity: 1. As for the gap between HOMO and LUMO: 6.2 eV.



(2)
Computed, not measured: an isolated molecule of C4H6N2O, with wB97M-V/def2-TZVPD.

Last column: natural (NBO) charge in e.
Atoms and positions in Å:
1 C 0.311 0.118 2.273  -0.25
2 O -0.760 0.287 1.356  -0.51
3 C -0.456 -0.013 0.074  0.42
4 N 0.017 -1.191 -0.298  -0.32
5 N 0.207 -1.053 -1.624  -0.34
6 C -0.133 0.170 -2.088  -0.04
7 C -0.576 0.889 -1.005  -0.38
8 H 0.125 0.808 3.100  0.19
9 H 0.360 -0.908 2.651  0.18
10 H 1.266 0.370 1.797  0.18
11 H 0.574 -1.829 -2.151  0.41
12 H -0.015 0.441 -3.128  0.22
13 H -0.920 1.911 -0.958  0.24

Its net charge is 0. As for the spin multiplicity: 1. As for the SMILES: COc1cc[nH]n1. As for the gap between HOMO and LUMO: 10.1 eV. For the relative energy (zero: lowest compared OMol25 entry of this formula, charge and spin), the calculation gives 154.0 kJ/mol.



(3)
Computed, not measured: an isolated molecule of C5H9NS, with wB97M-V/def2-TZVPD.

Last column: natural (NBO) charge in e.
Atoms and positions in Å:
1 C -2.984 -1.148 -0.014  -0.47
2 C -2.867 0.185 -0.181  -0.03
3 C 2.143 0.592 -0.957  -0.59
4 C 1.563 0.500 0.462  -0.45
5 C 0.130 0.387 0.404  -0.49
6 N -2.220 1.730 0.127  -0.81
7 S -0.765 1.755 0.613  0.98
8 H -3.922 -1.479 -0.418  0.22
9 H -3.503 0.482 -0.984  0.18
10 H 2.342 -0.451 -1.426  0.20
11 H 1.589 1.214 -1.656  0.21
12 H 3.104 1.035 -0.932  0.21
13 H 1.908 1.367 0.967  0.22
14 H 1.961 -0.376 0.893  0.22
15 H -2.446 -1.833 0.582  0.20
16 H -0.291 -0.476 0.143  0.21

Its net charge is 0. As for the spin multiplicity: 1. As for the gap between HOMO and LUMO: 8.3 eV. For the relative energy (zero: lowest compared OMol25 entry of this formula, charge and spin), the calculation gives 471.9 kJ/mol.



(4)
Computed, not measured: an isolated molecule of C3H9PS3, with wB97M-V/def2-TZVPD.

Last column: natural (NBO) charge in e.
Atoms and positions in Å:
1 C 1.987 -1.388 0.392  -0.63
2 C -1.774 2.091 1.055  -0.75
3 C 1.497 -0.404 -0.721  -0.54
4 P -0.656 -0.328 -0.446  0.79
5 S -1.019 -0.948 1.395  -0.57
6 S -1.718 -1.542 -1.815  -0.25
7 S -1.346 1.607 -0.615  -0.03
8 H 1.103 -1.961 0.557  0.23
9 H 2.775 -2.002 0.106  0.21
10 H 2.302 -0.813 1.259  0.21
11 H -2.651 2.731 0.756  0.23
12 H -0.935 2.653 1.557  0.23
13 H -2.108 1.346 1.766  0.26
14 H 1.849 -0.706 -1.657  0.21
15 H 1.937 0.566 -0.509  0.22
16 H -1.241 -0.902 -3.078  0.17

Its net charge is 0. As for the spin multiplicity: 1. As for the SMILES: CC[P@](=S)(S)SC. As for the gap between HOMO and LUMO: 9.0 eV. For the relative energy (zero: lowest compared OMol25 entry of this formula, charge and spin), the calculation gives 163.0 kJ/mol.



(5)
Computed, not measured: a structure of composition C6H14Cl2N2P, with wB97M-V/def2-TZVPD.

Last column: natural (NBO) charge in e.
Atoms and positions in Å:
1 C 1.347 0.913 -1.227  -0.24
2 C 0.030 1.238 -0.525  -0.24
3 C -1.392 -0.181 -1.903  -0.43
4 C -1.866 0.061 0.435  -0.44
5 C 1.630 -2.019 2.872  -0.44
6 C 0.975 -0.691 2.689  -0.25
7 N 1.564 -0.499 -0.983  -0.97
8 N -0.806 0.030 -0.575  -0.46
9 P 0.424 -1.399 -0.191  0.98
10 Cl 2.335 -2.579 1.328  0.00
11 Cl -0.379 -0.379 3.711  0.04
12 H 1.301 1.113 -2.305  0.21
13 H 2.162 1.514 -0.815  0.23
14 H 0.225 1.464 0.526  0.23
15 H -0.480 2.087 -0.984  0.24
16 H -2.109 0.608 -2.133  0.23
17 H -0.620 -0.193 -2.671  0.23
18 H -1.910 -1.140 -1.920  0.24
19 H -2.463 -0.848 0.365  0.23
20 H -1.432 0.115 1.433  0.24
21 H -2.517 0.923 0.278  0.23
22 H 2.470 -1.987 3.576  0.25
23 H 0.916 -2.779 3.187  0.24
24 H 1.624 0.163 2.563  0.20
25 H 2.460 -0.892 -1.229  0.44

Its net charge is +1. As for the spin multiplicity: 1. As for the gap between HOMO and LUMO (spin up / spin down): 7.3 / 7.8 eV. For the relative energy (zero: lowest compared OMol25 entry of this formula, charge and spin), the calculation gives 59.7 kJ/mol.



(6)
Computed, not measured: an isolated molecule of C6H11NO, with wB97M-V/def2-TZVPD.

Last column: natural (NBO) charge in e.
Atoms and positions in Å:
1 C -0.609 0.935 -0.249  0.69
2 C -0.242 -1.009 0.489  -0.24
3 C 0.745 0.233 0.141  -0.11
4 C 1.401 -0.103 -1.239  -0.62
5 C 1.775 0.805 1.117  -0.62
6 C -2.693 -0.515 -0.103  -0.41
7 N -1.340 -0.131 0.135  -0.43
8 O -0.692 2.005 -0.786  -0.60
9 H 0.131 -1.828 -0.160  0.21
10 H -0.163 -1.047 1.646  0.20
11 H 0.768 -0.629 -1.928  0.21
12 H 2.395 -0.657 -1.101  0.20
13 H 1.614 0.901 -1.685  0.23
14 H 2.519 0.022 1.141  0.22
15 H 1.335 1.066 2.162  0.22
16 H 2.131 1.831 0.754  0.24
17 H -2.758 -1.194 -0.916  0.20
18 H -3.080 -1.110 0.779  0.20
19 H -3.236 0.423 -0.198  0.23

Its net charge is 0. As for the spin multiplicity: 1. As for the SMILES: CN1CC(C)(C)C1=O. As for the gap between HOMO and LUMO: 10.1 eV. For the relative energy (zero: lowest compared OMol25 entry of this formula, charge and spin), the calculation gives 176.9 kJ/mol.



Copy entry 3 word for word.
Computed, not measured: an isolated molecule of C5H9NS, with wB97M-V/def2-TZVPD.

Last column: natural (NBO) charge in e.
Atoms and positions in Å:
1 C -2.984 -1.148 -0.014  -0.47
2 C -2.867 0.185 -0.181  -0.03
3 C 2.143 0.592 -0.957  -0.59
4 C 1.563 0.500 0.462  -0.45
5 C 0.130 0.387 0.404  -0.49
6 N -2.220 1.730 0.127  -0.81
7 S -0.765 1.755 0.613  0.98
8 H -3.922 -1.479 -0.418  0.22
9 H -3.503 0.482 -0.984  0.18
10 H 2.342 -0.451 -1.426  0.20
11 H 1.589 1.214 -1.656  0.21
12 H 3.104 1.035 -0.932  0.21
13 H 1.908 1.367 0.967  0.22
14 H 1.961 -0.376 0.893  0.22
15 H -2.446 -1.833 0.582  0.20
16 H -0.291 -0.476 0.143  0.21

Its net charge is 0. As for the spin multiplicity: 1. As for the gap between HOMO and LUMO: 8.3 eV. For the relative energy (zero: lowest compared OMol25 entry of this formula, charge and spin), the calculation gives 471.9 kJ/mol.



> Look up the spin multiplicity of the sixth one.

1



> Look up the net charge of the sixth one.

0